(1)
A cluster of 3 separate species, C18H31BF6O12S in total in a non-equilibrium geometry, computed with ωB97M-V/def2-TZVPD.

Each line ends with the Mulliken charge.
CARTESIAN COORDINATES (ANGSTROEM)
C  2.393  -2.514  7.761  0.33
O  -1.332  2.404  -2.448  -0.51
O  2.969  -2.995  6.669  -0.33
H  -2.031  -0.464  -0.323  0.52
C  0.552  8.037  -5.409  0.91
H  -2.150  -2.040  0.366  0.44
H  2.014  -0.656  5.562  0.36
H  -5.807  -1.600  -3.240  0.31
H  2.027  -3.751  1.102  0.46
O  -2.966  -1.564  -2.312  -0.33
C  0.100  0.630  -1.538  -0.71
H  -2.056  5.069  -1.656  0.31
F  2.862  -2.134  10.049  -0.24
S  2.767  -0.339  1.158  0.47
H  3.496  -1.174  4.773  0.31
O  1.857  -0.124  2.261  -0.55
H  -0.591  0.037  -2.125  0.07
C  -1.775  -2.070  -1.730  -0.23
C  -1.535  5.398  -2.554  -1.01
F  3.179  -4.143  9.284  -0.25
B  0.474  -4.604  -1.160  0.84
C  0.522  0.016  -0.205  0.21
C  0.792  -2.524  -0.070  -0.47
H  1.208  -2.563  2.063  0.39
F  -0.100  8.582  -6.438  -0.24
H  0.232  0.723  0.564  0.49
H  -0.981  2.163  -0.408  0.28
C  -0.420  7.697  -4.267  0.34
C  -0.145  -1.321  0.172  0.97
F  4.556  -2.542  8.754  -0.25
H  -4.412  -1.459  -4.340  0.33
H  1.197  -3.037  5.580  0.34
H  -0.995  4.559  -2.974  0.30
O  0.189  6.918  -3.385  -0.33
O  -1.539  8.116  -4.202  -0.51
F  1.191  6.940  -5.848  -0.25
H  -4.594  -2.647  -1.604  0.28
O  0.054  -3.746  -0.167  -0.64
H  1.949  -1.297  3.922  -0.18
H  0.987  0.758  -2.147  0.36
H  -3.595  -3.505  -2.757  0.27
C  2.250  -2.799  5.433  -0.33
H  -0.940  -1.827  -2.386  0.34
C  -3.983  -2.520  -2.501  -0.12
C  -0.496  2.033  -1.375  -0.40
C  1.733  -2.710  1.125  -0.92
O  1.974  -0.036  -0.231  -0.49
C  -4.921  -2.088  -3.621  -1.25
H  0.138  6.222  -1.483  0.33
C  -1.581  -1.452  -0.344  -1.74
C  3.266  -2.833  8.986  0.88
O  1.344  -1.943  7.824  -0.51
H  -1.570  1.630  -2.974  0.31
O  2.950  -1.966  1.038  -0.38
C  2.435  -1.401  4.887  -0.42
H  2.659  -3.532  4.740  0.31
H  -5.253  -2.978  -4.145  0.35
F  1.477  8.916  -4.981  -0.25
H  -0.239  -1.277  1.251  0.28
H  -2.279  5.707  -3.288  0.37
H  -1.273  -5.285  -1.357  0.29
O  1.806  -4.828  -1.438  -0.52
H  -1.113  7.404  -1.836  0.32
H  0.348  2.721  -1.396  0.37
O  -0.438  -5.334  -1.853  -0.44
C  -0.588  6.535  -2.231  -0.29
H  2.198  -4.138  -1.990  0.31
H  -1.818  -3.141  -1.622  -0.01
H  1.370  -2.315  -0.967  0.73

The multiplicity is 1. For the calculated total energy, the calculation gives -71557.7064 eV.

(2)
A structure of composition C18H31Cl2FeN2O4 in a non-equilibrium geometry, computed with ωB97M-V/def2-TZVPD.

Each line ends with the Mulliken spin population.
CARTESIAN COORDINATES (ANGSTROEM)
Cl  -2.263  -0.724  -0.713  0.09
H  -2.425  1.965  -4.191  0.00
C  -2.470  -1.152  2.435  0.00
H  4.412  -2.304  -0.077  0.00
C  3.962  -3.236  -0.432  0.00
H  -3.676  -4.024  3.007  0.00
O  1.467  1.017  -0.239  0.04
C  0.037  0.912  -2.290  0.01
H  -5.430  -2.283  2.550  0.00
H  4.319  -3.454  -1.448  0.00
H  -3.188  -3.324  4.564  0.00
H  0.604  5.668  0.622  0.00
Cl  -1.026  1.667  1.691  0.05
H  2.616  -1.211  0.454  0.00
H  -5.118  -1.568  4.146  0.00
C  0.897  3.746  -0.307  0.00
N  2.512  -3.082  -0.429  0.00
C  0.961  -0.128  3.756  0.00
H  1.263  6.948  -1.443  0.00
C  -3.033  -3.266  3.476  0.00
H  -2.202  0.279  -3.685  0.00
H  -0.081  -1.251  -2.329  0.00
C  0.272  -0.415  -2.947  0.01
H  1.763  -5.025  -0.124  0.00
C  1.677  3.756  -2.588  0.00
H  2.187  1.222  -2.108  0.00
H  0.559  3.192  0.570  0.00
H  0.258  -0.953  3.891  0.00
C  1.931  -1.981  0.055  0.00
C  1.319  1.513  -1.474  -0.01
N  -3.394  -1.951  2.993  0.00
O  -1.281  -1.466  2.262  0.02
Fe  -0.389  -0.081  0.347  3.75
H  1.965  3.180  -3.472  0.00
C  -2.243  1.311  -3.323  0.00
H  1.852  -0.305  4.372  0.00
H  0.476  0.813  4.046  0.00
H  -2.848  -0.162  2.115  0.00
H  -0.249  -0.473  -3.909  0.00
O  1.360  -0.129  2.390  0.02
H  -3.130  1.405  -2.686  0.00
H  -1.009  2.753  -2.259  0.00
H  1.934  5.692  -3.509  0.00
O  0.680  -1.815  0.047  0.01
H  4.267  -4.066  0.221  0.00
C  1.724  -4.222  -0.871  0.00
C  1.296  3.049  -1.443  0.00
H  0.690  -3.913  -1.029  0.00
C  -1.017  1.702  -2.552  0.01
C  0.899  5.148  -0.294  0.00
C  -4.793  -1.573  3.096  0.00
H  1.341  -0.549  -3.145  0.00
C  1.651  5.155  -2.598  0.00
H  -1.982  -3.468  3.242  0.00
H  2.154  -4.608  -1.801  0.00
H  1.585  0.786  2.139  0.00
H  -4.919  -0.571  2.672  0.00
C  1.270  5.853  -1.442  0.00

As for the net charge: -1. Its expectation value of S² is 6.009. The multiplicity is 5. For the calculated total energy, the calculation gives -89774.9218 eV.

(3)
A cluster of 3 separate species, C18H31FN2O7 in total in a non-equilibrium geometry, computed with ωB97M-V/def2-TZVPD.

Each line ends with the Mulliken charge.
CARTESIAN COORDINATES (ANGSTROEM)
N  -3.364  5.230  -2.200  -0.40
C  0.928  2.307  -2.396  -0.42
C  -3.831  7.115  -0.446  -0.10
H  3.697  -8.669  -0.966  0.32
O  1.445  -4.247  1.422  -0.24
C  3.844  -8.006  -0.106  -0.78
C  -0.586  2.373  -2.368  -0.43
H  1.149  -8.338  -0.593  0.41
H  -0.456  -7.715  1.011  0.39
H  -3.080  1.738  -1.880  0.32
H  1.946  -6.359  3.927  0.40
O  1.547  3.182  -1.458  -0.47
H  2.648  1.627  1.313  0.42
H  3.683  -0.260  -1.127  0.40
H  -0.987  1.973  -3.308  0.44
O  0.733  -7.059  2.489  -0.47
C  -3.461  6.172  -1.550  0.08
H  1.995  -4.075  3.384  0.44
H  0.864  -2.760  0.165  0.14
C  1.503  2.773  -0.097  -0.40
O  -1.096  1.585  -1.302  -0.23
H  0.357  -6.203  0.626  0.17
O  1.970  0.408  -0.181  -0.24
H  -2.770  1.265  -0.195  0.24
H  -0.342  -3.204  1.383  0.35
C  -3.765  10.506  -0.948  0.15
H  3.525  -0.710  0.605  0.34
H  2.681  -6.338  2.329  0.19
H  4.681  -7.340  -0.313  0.23
H  -2.988  11.230  -0.845  0.43
H  3.439  1.866  -0.273  0.36
H  4.084  -8.599  0.784  0.32
H  -0.905  3.415  -2.252  0.22
C  1.755  -6.147  2.873  -0.40
C  0.493  -7.180  1.092  -0.36
O  2.701  -7.213  0.119  -0.24
H  -3.802  6.880  1.461  0.37
C  1.335  -4.695  2.763  -0.58
C  2.484  1.665  0.228  -0.59
C  -4.941  8.121  -0.964  1.68
H  2.515  -1.496  -0.630  0.20
C  -6.119  8.041  -0.051  -0.15
C  2.985  -0.559  -0.337  -0.85
C  -4.347  9.472  -0.993  -1.27
H  -2.944  7.718  -0.222  0.41
F  -5.346  7.757  -2.211  -0.28
H  1.106  -2.249  1.849  0.35
H  0.301  -4.586  3.113  0.34
C  0.729  -3.050  1.204  -0.73
H  -2.520  2.950  -0.685  0.17
N  -7.004  8.103  0.675  -0.38
H  1.258  2.659  -3.376  0.42
H  0.488  2.509  0.205  0.18
H  1.287  1.283  -2.280  0.14
C  1.546  -7.998  0.373  -0.58
C  -2.438  1.908  -1.009  -0.63
H  1.807  -8.871  0.982  0.35
O  -4.211  6.440  0.710  -0.53
H  1.796  3.655  0.476  0.40

The multiplicity is 1. For the calculated total energy, the calculation gives -39191.2143 eV.

(4)
A structure of composition C18H31N2O6SSiV, computed with ωB97M-V/def2-TZVPD.

Each line ends with the Mulliken spin population.
CARTESIAN COORDINATES (ANGSTROEM)
C  -0.437  -1.650  -0.656  -0.46
H  -1.940  2.037  1.959  -0.01
C  -3.691  -0.462  1.864  0.02
H  -1.962  0.773  3.921  -0.01
C  -3.101  -0.212  -0.247  0.02
C  -1.459  -1.301  3.962  0.01
H  -2.834  -3.500  -3.487  0.00
N  -2.656  -0.425  0.955  -0.03
C  -2.172  -2.924  -4.137  0.00
C  4.036  3.169  0.355  0.00
O  -2.140  -1.780  4.869  0.01
C  -4.922  -0.253  1.340  -0.01
C  0.642  -1.894  -4.621  0.01
H  0.724  -2.394  -5.590  0.00
H  2.091  4.081  0.083  0.00
H  3.893  2.636  1.296  0.00
H  3.194  1.218  -1.683  0.00
C  1.292  0.069  3.586  0.00
O  -1.082  -1.869  2.889  0.00
H  1.042  2.237  2.547  0.00
C  0.025  1.993  2.867  -0.01
C  0.232  -4.637  -3.386  0.00
H  1.166  -0.941  3.980  0.00
C  2.222  -0.025  2.367  0.02
H  0.150  1.172  -2.040  0.00
H  4.752  2.598  -0.238  0.00
H  -0.200  2.598  3.756  0.00
H  1.648  -1.768  -4.214  0.00
C  2.170  1.132  -1.307  0.01
H  2.844  3.548  -1.420  0.00
H  0.217  -5.101  -4.376  0.00
C  -1.061  0.186  4.114  0.03
H  -2.189  -3.377  -5.132  0.00
H  -5.872  -0.253  1.846  0.00
Si  -0.429  -2.879  -3.428  0.01
C  -0.915  2.332  1.724  0.02
H  0.377  1.867  0.314  -0.01
H  -0.368  -5.250  -2.709  0.00
S  -4.799  -0.021  -0.356  0.01
H  -2.581  -1.914  -4.216  0.00
C  1.160  1.324  -2.422  0.00
H  1.730  0.704  4.364  0.00
O  1.963  2.089  -0.258  0.00
H  -3.501  -0.697  2.900  0.00
C  -0.435  -2.149  -1.781  0.40
C  2.701  3.291  -0.364  0.00
H  -0.908  3.413  1.539  0.00
O  1.648  -0.512  1.337  -0.01
H  2.058  0.160  -0.832  0.00
H  4.459  4.157  0.552  0.00
H  1.259  -4.646  -3.015  0.00
H  1.234  2.323  -2.860  0.00
H  0.220  -0.900  -4.788  0.00
V  -0.429  -0.674  1.265  2.97
N  -0.025  0.561  3.160  -0.03
H  -0.760  0.376  5.152  0.00
H  -2.461  -0.189  -1.117  0.00
H  1.335  0.583  -3.203  0.00
O  -0.548  1.621  0.551  0.01
O  3.391  0.346  2.468  0.01

As for the net charge: -1. The energy relative to the best compared isomer or geometry (same formula, charge and spin) comes out at 0.00 kcal/mol. Its expectation value of S² is 3.759. The multiplicity is 4.